Here is a 17-piece molecular cluster, C36H102F3O34 overall from the Open Molecules 2025 dataset. Energies are from ωB97M-V with the def2-TZVPD basis set.

Output
Total charge: -1
LUMO in eV: 1.333
Relative energy (zero: lowest compared OMol25 entry of this formula, charge and spin) in kcal per mole: 0.0
Maximum force in eV/Å: 5.9
Energy in hartree: -4290.08441

Cartesian coordinates (Å):
C 0.879991 -2.133216 -0.293772
H -1.416889 7.428114 6.004388
H -7.229649 -5.416406 1.816988
H 2.710681 -7.483246 -7.108062
H -0.300879 -11.777366 -2.944242
C 3.397831 10.030884 -2.960142
H 3.479451 -2.020986 4.246488
H 7.554951 1.544144 -1.638602
C -5.270609 -5.379356 -5.888702
H 2.939411 -4.121916 -6.188282
O 3.637261 -7.247126 -7.193452
C -4.345549 1.911024 -6.951722
C -2.675939 8.902314 5.036018
H -2.467839 -5.278576 6.367808
H -4.131289 2.532004 -4.917062
O -1.504389 -6.667936 5.174838
O 4.796001 1.695584 -8.807532
H -5.025329 9.912094 -1.463662
H -0.096359 1.004164 10.457158
H 6.066281 2.606134 -7.604422
H -1.794139 -6.340516 8.613058
O -5.768269 8.884634 -2.901122
O 3.911891 -8.258326 0.856518
H 7.378771 3.300804 -2.724652
H -5.334719 -6.377166 -6.322722
H 3.909041 4.065444 -7.811552
H 2.877371 10.221654 -3.898672
C -6.124529 -5.354076 -4.618862
H -5.119709 1.528444 -7.616862
O -5.977139 2.997274 -5.584822
H 10.419671 2.342344 -1.858862
H 5.461291 -8.435246 2.344878
O 3.863011 7.581314 5.036238
H -0.755699 2.619364 8.745098
O 4.333611 3.664594 -5.778052
H -8.511839 -6.848116 5.423148
H 5.040591 1.457944 -6.745992
O 6.693551 6.442864 4.862368
H 3.614811 4.133694 -5.348102
O -0.835799 -9.670696 -5.496332
H 0.196811 -7.183506 6.877918
H -6.716769 -4.940506 -7.060812
C 8.333101 2.261904 -1.378962
C -4.859729 2.083264 -5.592422
H -6.211089 -4.341486 -4.224812
C -7.990249 -6.305956 3.590288
H 3.617541 -6.155176 -5.431452
O -2.024559 6.747564 4.127938
O -1.284149 -12.534116 -4.536232
C 2.998581 -4.802126 -7.037942
C -1.572409 -5.899366 6.398098
F -0.901599 -3.676866 -0.891562
H 0.609821 -11.541676 -4.429932
O -0.397529 1.557464 7.102678
H 1.805701 9.121784 -2.013262
O 3.612191 -3.996866 -8.057962
H -5.172299 1.136004 -5.152992
H 4.959921 -2.558536 2.945208
H -8.860879 3.449034 4.258718
H -5.544179 8.669404 -3.809452
H -0.732369 -5.204856 6.388318
O 5.883421 -2.338296 3.087478
O -8.249299 -6.042726 4.971458
H -8.932759 -3.880646 3.577938
H -1.013139 -6.217856 4.483688
C 1.295451 1.532344 -0.358052
O -0.186469 -7.253946 7.755258
H 3.925971 11.167044 -1.224512
O 2.666981 8.896444 -2.372432
H 2.007581 -5.188236 -7.276562
H 0.363191 1.140924 6.691078
O -7.694229 3.277394 0.753428
C -0.590429 -2.391056 -0.657872
H 2.956991 7.792954 4.799748
C -6.808969 2.862634 1.776378
H 3.032391 2.696734 -7.053702
H -4.258259 3.321194 -8.144242
H -6.738189 2.949154 3.998228
H -3.962689 9.940784 -2.810742
H 1.808651 2.261914 -0.984512
H 7.005521 5.885034 5.578678
H 5.544251 5.107554 3.695498
C 6.063881 -1.990016 4.468408
H 9.804061 0.699034 -1.599342
H 1.557971 -2.403386 -1.103362
H -2.707059 7.894344 -0.116342
C -2.275409 7.437324 5.332848
H 0.647321 0.164894 -1.876742
H 3.829871 12.172684 -2.635062
H -3.090949 9.538164 5.818048
O -2.635669 8.413384 -0.920772
H -4.242999 -5.115996 -5.638162
H 4.837571 5.468984 5.228008
O -8.694509 -4.174176 2.695508
C 4.546151 7.030454 3.868988
C -0.897209 -10.091436 -4.079222
C 3.977351 3.237484 -7.105902
H 4.646591 0.749354 -8.744972
C -7.312669 3.342984 3.159798
H -2.051629 -12.469156 -3.963212
H 8.337341 2.456724 -0.306522
H -5.536559 -5.837946 -3.838962
H -6.731399 -4.451826 3.234148
C 4.601801 -8.944176 1.908558
H 1.752651 1.588064 0.629858
H 0.250021 1.743814 -0.133412
H -2.174689 -7.599626 7.278998
H 2.352021 0.095804 -1.449722
H -7.167379 4.422984 3.135438
H -6.280369 3.162474 -4.689072
C -0.002099 0.625084 9.439558
H -1.926149 -10.008106 -3.729312
H -3.491589 1.236924 -6.885022
C -0.391559 -11.521486 -3.999892
C 5.401161 5.918014 4.410188
O -1.530379 9.606764 4.598348
H -3.373079 7.728424 -2.572732
C 3.817691 -6.015626 -6.493792
C -1.553399 -6.782846 7.646368
H -3.420299 8.902094 4.239758
H 3.713091 -7.365506 1.147988
C 5.053521 2.209034 -7.535792
O 1.195561 -0.781456 0.044688
O -8.693479 3.072094 3.391838
H 4.949181 -0.198586 4.019358
H 1.301221 -0.454936 8.525708
C -3.844009 8.087294 -1.657562
F -1.486899 -2.055226 0.256398
H -1.690889 5.902894 4.439048
H -8.858299 -6.804756 3.159258
H -1.446579 -10.153826 -6.057712
O 3.689721 -1.490336 5.018358
H 4.890701 -5.830866 -6.442692
H -4.398349 7.253564 -1.226652
H -0.287599 -9.294376 -3.653572
H 3.746101 6.645284 3.236798
O 1.983991 11.772724 -1.928282
O -3.671579 2.995684 -7.457632
C 4.994401 -0.934216 4.822408
O 3.277981 -7.922486 3.889038
H -7.988479 -5.346946 -4.299692
H 9.853531 1.888474 -3.970522
H -1.874269 10.416484 4.214038
H 5.945761 -2.956966 4.957438
C 9.583431 1.668644 -2.045722
H -0.957969 0.117584 9.309718
C 3.504971 -9.050036 3.029308
O 1.390391 -2.853476 0.846018
O -5.946639 -4.491086 -6.705122
O 1.230681 -0.113406 9.420128
O -7.398479 -5.966306 -4.735452
H -8.547379 2.879564 0.941748
C 3.335171 11.347634 -2.122542
H -6.866629 1.774154 1.776698
H 5.216521 -0.352516 5.717048
H 0.913431 2.243344 8.358638
H 4.856111 -9.928356 1.515098
C -4.583899 9.265654 -2.222182
H 4.404241 9.673104 -3.177472
H 1.627411 11.210764 -1.236442
C -0.083759 1.813044 8.451088
F -0.980869 -1.681546 -1.770312
H 7.111291 -1.689756 4.438688
O 9.299821 1.392794 -3.362802
C -7.537339 -5.037136 2.791448
H 2.566861 -9.200566 2.495088
H -3.041229 6.932734 5.921918
H -5.737089 2.981154 1.617838
H 5.196861 7.695364 3.301038
C 1.344111 0.152444 -1.038622
O 7.905991 3.493674 -1.945912
H 3.527851 -9.924686 3.679348
H -7.256479 -7.100676 3.455668
H 3.114931 -7.121386 3.385798
H 3.316231 -4.415516 -8.869582

Force components x, y, z for each atom (eV/Å):
3.662 -2.108 4.138
0.445 0.220 -0.173
-0.270 0.464 -0.180
-0.103 -0.161 0.013
0.398 0.113 0.284
-1.932 0.040 0.220
-0.395 0.036 -0.185
-0.190 -0.339 0.575
-2.137 -0.705 1.554
-0.387 -0.017 0.060
0.059 0.473 -0.122
1.226 -1.851 0.246
0.159 -0.430 -0.449
-0.275 -0.036 0.046
0.555 -0.242 -0.193
-0.227 -0.674 1.073
-0.580 -0.566 -0.765
0.467 0.056 0.574
0.304 0.287 0.003
-0.067 0.527 0.522
-0.416 0.093 -0.438
0.220 -0.425 -0.680
1.114 -0.001 -0.326
0.078 0.003 -0.088
0.470 -0.282 0.094
0.000 0.092 0.005
0.237 0.210 -0.272
1.849 -0.626 1.477
0.002 -0.093 -0.086
-0.151 -0.158 -0.691
0.258 0.031 -0.402
0.252 0.164 -0.459
0.679 0.450 -0.634
-0.175 -0.341 0.450
0.350 -0.060 -0.508
0.013 -0.062 -0.171
0.130 -0.242 -0.078
-1.191 -0.297 -0.461
-0.147 -0.027 -0.224
-0.017 0.193 0.771
0.073 -0.222 -0.127
-0.018 0.014 0.056
-0.893 -0.268 -0.868
-1.251 1.128 2.023
-0.075 0.295 -0.528
0.769 -0.343 -0.158
-0.723 0.010 0.147
0.028 0.089 0.300
0.720 1.230 -0.296
1.444 -0.168 1.421
-0.242 1.437 -0.455
0.815 -0.416 -0.710
-0.317 -0.489 -0.403
-0.795 -0.948 -0.412
-0.037 0.464 -0.289
-0.746 -1.184 0.050
0.062 -0.284 -0.181
-0.095 -0.147 -0.305
-0.319 -0.068 -0.017
-0.076 -0.185 -0.117
0.140 0.079 0.345
0.000 0.104 -0.499
0.307 0.635 -0.322
0.160 -0.121 0.164
0.033 0.319 0.221
-0.450 -0.290 0.012
-0.521 -0.068 0.643
-0.448 0.173 0.554
1.425 0.537 0.091
-0.175 0.324 -0.324
-0.029 -0.048 -0.202
0.825 0.850 -0.378
-0.468 0.187 0.118
0.063 0.109 -0.135
-1.612 -2.161 1.328
-0.179 0.060 -0.278
0.351 0.729 -0.046
0.381 -0.242 -0.219
0.340 -0.367 -0.186
-0.464 0.334 -0.087
-0.032 -0.031 0.001
0.255 0.169 -0.374
-0.769 -0.357 -1.486
0.108 0.065 0.562
-0.508 -0.097 -1.082
0.322 0.197 0.241
-0.525 1.312 0.824
-0.360 -0.579 0.247
0.019 -0.189 -0.293
-0.296 -0.920 0.803
-1.226 0.142 0.524
-0.110 0.337 -0.401
0.156 0.085 0.268
0.556 -0.183 -0.872
-0.763 -0.511 1.078
-0.318 0.146 -2.888
0.636 -0.521 0.586
-0.087 0.038 -0.062
0.814 0.888 -0.566
-0.249 -0.240 -0.060
0.552 -0.486 0.004
-0.080 -0.572 0.323
0.235 -0.498 0.219
-2.289 0.377 1.357
0.443 -0.571 -0.124
-0.090 0.541 -0.391
-0.444 -0.408 0.964
0.241 -0.598 -0.281
-0.019 0.312 0.213
0.176 -0.138 0.061
-0.500 1.293 0.165
-0.083 0.035 0.206
-0.598 -1.234 0.236
-0.122 0.006 1.412
0.745 -0.343 0.390
0.443 0.079 -0.387
-0.379 -0.992 -0.315
0.223 0.260 -0.112
1.895 -0.505 -2.313
-0.174 -0.289 -0.194
0.030 0.197 -0.110
-0.045 0.686 0.828
-1.601 1.004 -1.743
0.282 -0.278 -0.447
0.181 -0.066 -0.302
0.297 -0.353 -0.119
2.409 -0.424 -1.838
-0.209 0.905 1.225
0.122 -0.312 -0.493
-0.469 0.744 -0.457
-0.142 -0.328 0.305
0.710 -0.041 0.178
0.058 0.263 -0.692
-0.388 0.544 0.195
0.145 -0.641 0.661
0.357 -0.222 -0.378
0.701 -0.399 0.303
-0.367 2.144 -1.358
0.264 -0.018 0.402
0.971 -0.337 -0.013
-0.330 -0.264 -0.117
-0.064 0.084 0.153
0.336 0.157 -0.129
0.034 0.388 1.051
-0.117 0.441 2.074
0.295 -1.150 -0.290
-0.832 -0.414 -0.221
-2.303 0.760 -2.591
0.330 1.445 -2.085
-1.378 0.414 -0.511
0.112 0.364 -0.364
-0.045 -0.004 0.132
0.318 -1.031 -0.765
-0.032 -0.445 0.258
0.099 -0.319 0.241
0.294 0.359 0.879
0.063 0.097 0.147
-1.660 1.451 1.622
-0.043 0.098 0.315
-0.263 0.084 0.136
1.705 0.477 -0.001
0.339 -0.204 -0.281
-0.167 0.455 0.805
-0.183 0.045 -1.847
-2.036 -0.748 1.421
-0.016 -0.123 -0.403
-0.527 0.076 -0.125
-0.264 1.143 -0.313
-0.285 0.591 0.237
1.069 1.034 1.747
0.433 0.425 -0.176
0.761 0.122 0.219
0.743 0.116 0.354
-0.097 -0.021 -0.226
0.336 0.206 -0.423

Here are the Löwdin charges for atoms 1 to 6, given in e: number 1, C, carries -0.4660; number 2, H, carries 0.1147; number 3, H, carries 0.1145; number 4, H, carries 0.0745; number 5, H, carries 0.1105; number 6, C, carries -0.1940